Computed, not measured: a 2-piece molecular cluster, C4H6N2O2 overall, with ωB97M-V/def2-TZVPD.

The HOMO energy is -9.003 eV. The energy above the lowest of the compared OMol25 structures with the same formula, charge and spin is 112.2 kcal/mol.

Cartesian coordinates (Å):
O: 0.5939 1.8308 -1.0482
O: -1.6952 0.5281 2.4013
N: 0.7371 1.2149 0.3540
N: -1.0998 -1.7305 2.2326
C: 0.5409 0.6405 -1.9554
C: 0.7154 -0.0623 0.4449
C: 0.4615 -0.5503 -0.9131
C: -1.3629 -0.5748 2.3141
H: 0.9852 2.0067 0.8980
H: -1.2475 -2.3904 3.0048
H: -0.4155 0.8010 -2.5984
H: -0.5570 -0.8779 -0.9983
H: 1.0276 -1.4493 -1.3713
H: 1.3161 0.6134 -2.7651

Force components x, y, z for each atom (eV/Å):
O 0.42 -1.52 -0.55
O 0.05 1.17 -0.34
N 0.00 -1.36 -2.64
N 0.41 -2.62 0.31
C -1.56 1.66 0.22
C 0.71 1.84 0.55
C 0.47 -1.21 -3.67
C -0.83 0.70 0.96
H -0.01 0.21 1.00
H 0.16 0.56 -0.72
H 1.24 -0.53 1.44
H -0.72 -0.40 0.53
H -0.47 1.35 1.51
H 0.13 0.15 1.41